Below is a 2-piece molecular cluster, C4H13NO2 overall, with properties calculated with wB97M-V/def2-TZVPD.

```
20
Properties=species:S:1:pos:R:3:forces:R:3
C -1.253457 0.352123 1.518140 2.594 1.535 -1.332
N -0.253643 -0.164799 0.526828 -0.425 1.046 -0.543
C -0.727168 -1.480581 0.061035 -0.016 -1.053 -0.452
C -0.198920 0.888063 -0.597020 -1.358 -0.165 0.324
C 1.048535 0.964101 -1.453638 1.646 -1.275 0.817
O 1.019911 2.116951 -2.326254 -0.288 -1.352 -1.137
H -1.461407 -0.437130 2.173978 -1.405 -1.196 0.587
H -1.985656 0.876303 0.880392 -0.695 -0.507 1.172
H -0.712616 1.052175 2.181772 -0.414 0.225 -0.505
H -1.832136 -1.514391 -0.121791 0.525 -0.051 0.721
H -0.359423 -1.655867 -0.932526 0.585 -0.033 -0.610
H -0.325931 -2.429465 0.629670 -1.047 2.088 -0.597
H -0.998621 0.538864 -1.322582 0.177 1.121 0.776
H -0.371428 1.959881 -0.162128 -0.003 -2.132 -0.724
H 1.955217 0.957155 -0.758500 -0.921 0.779 -0.947
H 1.185234 -0.034358 -1.942108 -0.224 0.947 -0.342
H 0.813444 1.872369 -3.286224 0.432 0.191 2.278
O 1.657557 -1.570127 1.846040 -0.663 -2.234 1.811
H 2.078841 -0.919700 1.350476 0.996 1.780 -1.293
H 0.721659 -1.371574 1.734440 0.502 0.285 -0.005
```
Forces are in eV/Å.

For the total energy, the calculation gives -365.3519 hartree. The energy above the lowest of the compared OMol25 structures with the same formula, charge and spin is 56.88 kcal/mol. For the HOMO-LUMO gap, the calculation gives 9.807 eV. For the LUMO energy, the calculation gives 0.02472 Ha. As for the SMILES: CN(C)CCO.O. For the maximum force, the calculation gives 0.0641 Eh/bohr.

Below is a 14-piece molecular cluster, C30H88O26 overall, with properties calculated with wB97M-V/def2-TZVPD.

```
144
Properties=species:S:1:pos:R:3:forces:R:3
C 1.439201 -2.712538 -5.376332 -0.546 0.199 0.320
C 1.171706 -1.191207 -5.113362 0.599 -1.008 0.421
C 1.197214 -0.875375 -3.600796 -0.360 -0.884 0.036
O 2.156376 -0.456892 -5.825405 0.300 -0.078 0.000
H 2.316408 -3.114829 -4.869596 0.445 0.493 -0.288
H 1.434041 -2.961848 -6.437426 0.455 0.365 -0.057
H 0.665757 -3.376754 -4.990735 -0.564 0.432 0.277
H 0.210426 -0.950024 -5.567084 -0.369 0.033 0.265
H 0.934817 0.130275 -3.272308 0.006 0.236 -0.462
H 2.132450 -1.147004 -3.111237 0.381 0.106 -0.402
H 0.487836 -1.541556 -3.109782 -0.233 0.019 0.026
H 2.229822 0.413950 -5.428127 -0.019 0.110 -0.043
C 0.880440 0.823634 0.057329 1.279 0.069 0.279
C -0.528995 0.844517 -0.466156 0.471 0.307 -1.065
C -1.267695 -0.316453 0.062362 -0.105 -1.437 0.350
O -1.149737 2.062890 -0.207743 -0.276 0.344 -0.044
H 0.938877 0.807633 1.145642 -0.408 0.158 0.171
H 1.475431 1.683947 -0.249174 -0.140 0.125 -0.207
H 1.452597 -0.062505 -0.217436 -0.151 -0.213 -0.396
H -0.526405 0.824003 -1.555962 0.265 -0.453 -0.274
H -1.101153 -0.467855 1.128871 -0.117 0.260 0.183
H -0.766023 -1.168444 -0.396480 -0.433 -0.476 -0.098
H -2.340619 -0.332545 -0.129158 0.095 0.078 -0.199
H -1.025374 2.136297 0.741330 -0.378 0.906 1.235
C 4.457595 -2.709018 -0.623681 0.908 -1.108 1.610
C 4.000587 -2.251700 0.802961 -0.557 -0.479 -2.095
O 4.624887 -1.014694 1.072392 0.189 0.110 0.788
O 5.829368 -3.178936 -0.468310 -0.524 0.502 0.069
H 4.446987 -1.890939 -1.343921 -0.328 0.126 0.120
H 3.870202 -3.567970 -0.948132 -0.364 0.190 -0.107
H 4.213212 -2.971741 1.593166 0.193 -0.269 -0.280
H 2.916150 -2.151310 0.758008 -0.053 0.398 0.157
H 5.503222 -1.304642 1.329420 0.497 0.434 -0.046
H 6.086679 -3.636185 -1.272244 0.049 0.016 -0.064
C -3.291925 -0.905739 -4.441756 0.250 2.331 -0.580
C -2.421261 -1.080190 -3.195531 -0.458 -0.882 -1.446
O -3.144535 -1.798353 -2.207387 -0.081 0.242 0.314
O -3.813724 -2.030923 -5.056981 -0.017 -1.926 0.404
H -2.699904 -0.404757 -5.207668 0.536 0.461 0.201
H -4.131932 -0.236242 -4.256678 -0.005 0.348 0.618
H -2.088921 -0.102263 -2.847261 -0.266 -0.116 0.225
H -1.549513 -1.669521 -3.479893 0.176 0.032 0.063
H -3.556820 -2.512783 -2.698524 -0.296 -0.513 0.019
H -4.227198 -1.747951 -5.875866 -0.046 -0.139 0.033
C 1.130080 -2.981481 3.837678 -1.943 1.338 0.605
C 1.147903 -1.433167 4.016078 0.765 -0.542 0.067
O 0.230230 -0.968801 4.992691 -0.683 -1.142 -0.201
O -0.143192 -3.380027 3.230086 1.254 0.039 -0.023
H 1.226632 -3.412123 4.834335 0.142 -0.385 -0.100
H 1.900476 -3.331047 3.150361 0.070 0.196 0.197
H 0.998595 -1.029059 3.014821 -0.240 0.426 -0.004
H 2.111868 -1.110870 4.409772 0.627 -0.248 -0.532
H 0.216734 -0.009074 5.011161 -0.010 0.283 -0.388
H -0.865897 -3.323146 3.859428 0.128 0.117 0.202
C -2.436149 1.580185 2.864435 1.745 2.052 0.109
C -3.202327 2.769459 3.503493 -0.468 -1.665 -0.012
O -2.951032 2.945304 4.854407 0.671 0.593 1.454
O -1.109796 2.098203 2.384316 -1.980 -0.283 -0.622
H -3.015523 1.213050 2.017295 0.424 -0.079 -0.151
H -2.160232 0.786603 3.558847 -0.662 -0.081 0.177
H -4.257642 2.501265 3.553369 -0.314 0.117 -0.926
H -3.051202 3.707708 2.969684 0.081 -0.184 -0.410
H -2.135193 2.534976 5.150422 0.028 -0.206 -0.049
H -0.386372 2.019672 3.010479 0.128 -0.285 0.669
C 5.947428 0.850933 -1.462591 -0.647 -0.790 1.472
C 4.469268 1.156526 -1.878751 1.421 0.605 -0.017
O 4.422391 2.441929 -2.512212 -0.363 -0.745 -0.422
O 6.832161 0.392064 -2.479778 -0.814 0.249 -0.544
H 5.861394 0.118978 -0.659513 -0.131 -0.681 -0.212
H 6.440327 1.632572 -0.884512 -0.394 0.942 -0.510
H 3.745469 1.190810 -1.064480 0.617 -0.009 0.784
H 4.051244 0.351016 -2.482511 0.411 -0.051 -0.587
H 4.018079 2.275542 -3.366876 0.073 0.469 -0.172
H 7.495265 -0.192013 -2.104615 -0.139 0.042 0.185
C 0.290460 -4.262659 -0.132898 -0.362 -1.554 -0.638
C -0.554850 -5.448047 -0.442239 -2.243 0.018 -0.294
O -1.700200 -5.654658 0.415274 1.135 -0.629 0.387
O 1.125950 -4.663840 0.917338 0.708 1.530 0.639
H -0.455607 -3.470619 -0.068324 0.478 0.706 1.100
H 0.864320 -4.051773 -1.035287 0.463 0.071 0.031
H -0.010939 -6.389861 -0.369711 0.086 0.193 -0.562
H -0.966712 -5.160890 -1.409710 -0.008 -0.896 -0.789
H -2.204472 -4.844595 0.520577 0.117 0.417 -0.432
H 0.717649 -4.335922 1.721930 -0.260 -0.118 0.480
C 5.301534 2.464705 3.606218 -1.466 2.029 -2.425
C 4.413791 2.350208 2.322140 -0.512 0.893 1.090
O 3.575022 1.221072 2.399559 -0.967 -0.083 0.675
O 6.346054 1.616911 3.397996 1.539 -1.458 0.934
H 4.713371 2.369061 4.518920 -0.171 -0.730 0.127
H 5.654468 3.494479 3.661983 0.447 0.015 -0.156
H 4.934956 2.275300 1.367745 0.743 0.334 0.315
H 3.794308 3.245443 2.268365 -0.360 -0.039 -0.114
H 4.054791 0.438880 2.117405 -0.039 -0.461 -0.421
H 5.940576 0.747638 3.358597 0.362 -0.397 0.027
C 1.447247 2.303235 5.267751 -0.131 -0.456 -0.876
C 0.193783 2.747082 6.057743 1.201 -1.048 -0.778
O -0.755547 1.620632 6.125062 1.162 1.562 -0.145
O 1.055714 1.779939 3.980521 -0.553 0.063 0.757
H 1.992719 1.516726 5.789257 -0.109 -0.188 0.365
H 2.192718 3.060178 5.024031 -0.283 0.666 0.682
H -0.230069 3.610650 5.545196 -0.515 -0.262 0.165
H 0.565649 3.034480 7.041212 -0.420 0.095 0.146
H -0.472254 1.096097 6.877536 -0.224 -0.229 0.153
H 1.858532 1.570332 3.497652 0.534 -0.230 -0.498
C -5.143901 -4.702493 0.410358 -0.968 0.993 -0.563
C -4.323839 -3.465836 0.817125 -0.591 -0.669 1.474
O -3.105938 -3.340705 0.177433 0.813 0.353 -0.802
O -5.717390 -4.536083 -0.916351 0.869 -0.544 0.537
H -5.940417 -4.850198 1.139632 -0.303 0.320 0.136
H -4.625577 -5.660428 0.452806 0.591 0.354 -0.434
H -4.082608 -3.517759 1.878827 -0.123 -0.442 0.333
H -4.846585 -2.511018 0.760967 -0.626 -0.184 -0.436
H -3.224699 -2.718683 -0.544071 0.481 0.004 -0.358
H -6.351993 -3.816544 -0.882616 -0.228 0.237 0.358
C -0.312868 5.539658 0.341157 -0.020 0.493 1.044
C 1.036083 4.924064 0.639764 0.915 -1.223 -0.432
O 2.124320 5.827227 0.475216 -0.639 0.079 -0.558
O -0.571027 5.973113 -0.974914 1.062 0.706 0.709
H -0.235529 6.406442 0.997512 -0.850 0.467 -0.140
H -1.121951 4.888046 0.671144 0.002 -0.171 0.297
H 1.194458 4.079544 -0.030902 0.050 -0.356 -0.222
H 1.210735 4.531797 1.641622 -0.917 0.022 0.264
H 1.961342 6.061687 -0.441341 0.648 0.736 -0.380
H -0.737699 5.199363 -1.518164 -0.215 -0.532 -0.427
C -0.932179 3.127183 -3.401214 -0.714 0.914 0.904
C -0.692018 4.256002 -4.422316 -0.048 -0.484 -0.087
O 0.431789 5.061714 -4.041355 -0.801 -0.500 -0.291
O -1.434062 3.733267 -2.191616 0.188 0.774 -1.471
H -0.050604 2.542383 -3.138654 0.448 0.178 -0.403
H -1.715449 2.423662 -3.683417 0.040 -0.040 -0.831
H -1.590013 4.851220 -4.587875 -0.348 0.288 1.010
H -0.573863 3.939104 -5.458521 0.568 -1.008 0.000
H 0.449941 5.701708 -4.756664 0.490 0.430 0.205
H -1.427244 3.099699 -1.470403 0.134 -0.560 0.630
C -6.360084 -0.904173 -1.927849 -0.700 0.578 0.680
C -7.659603 -1.097114 -1.096910 0.175 -0.374 -0.591
O -7.436910 -1.998254 -0.038584 0.389 -0.460 0.396
O -5.314554 -0.363904 -1.127381 -0.610 -0.096 0.370
H -6.522916 -0.218458 -2.759333 -0.306 -0.075 -0.232
H -6.082256 -1.886387 -2.310178 0.010 -0.111 -0.107
H -8.405314 -1.593172 -1.718142 -0.003 0.183 -0.278
H -8.140052 -0.228784 -0.646059 0.373 0.599 -0.541
H -6.875621 -1.509932 0.568124 0.213 -0.176 0.311
H -4.508406 -0.808591 -1.399357 0.403 -0.063 -0.092
```
Forces are in eV/Å.

For the total energy, the calculation gives -3151.7838 hartree. The energy above the lowest of the compared OMol25 structures with the same formula, charge and spin is 54.47 kcal/mol. For the HOMO-LUMO gap, the calculation gives 9.236 eV. For the LUMO energy, the calculation gives 0.00328 Ha. For the maximum force, the calculation gives 0.0678 Eh/bohr.

Below is one molecule with the formula C4H12N2S, with properties calculated with wB97M-V/def2-TZVPD.

```
19
Properties=species:S:1:pos:R:3:forces:R:3
N 0.288906 2.570045 -0.692495 -0.198 0.254 -0.258
C -0.943002 1.814798 -0.420559 0.312 -0.143 0.411
C -0.700373 0.840183 0.731849 -0.362 0.178 0.212
N 0.283756 -0.162205 0.460446 0.512 -0.364 0.830
C -0.041385 -1.340389 -0.291286 -0.601 0.638 -0.440
C 1.039080 -2.390352 -0.223206 -0.305 -0.296 0.406
S 1.357798 -2.978521 1.483535 0.186 -0.234 -0.253
H 0.326791 2.807447 -1.677302 0.100 -0.030 0.048
H 0.270234 3.464053 -0.209232 0.059 -0.201 0.073
H -1.789360 2.461608 -0.174231 -0.134 -0.016 -0.151
H -1.179291 1.212808 -1.294673 -0.172 0.105 -0.202
H -1.639306 0.358143 1.025526 -0.037 -0.140 -0.265
H -0.424822 1.393083 1.637879 0.240 0.111 -0.163
H 1.212029 0.199184 0.295910 -0.147 0.102 -0.171
H -0.261604 -1.124718 -1.344879 0.304 -0.018 -0.361
H -1.001285 -1.730239 0.053755 0.068 -0.193 0.422
H 0.690534 -3.249125 -0.785695 0.142 -0.136 -0.196
H 1.967829 -2.031379 -0.652228 0.144 0.084 -0.070
H 0.543471 -2.114426 2.076887 -0.112 0.299 0.128
```
Forces are in eV/Å.

For the total energy, the calculation gives -667.2805 hartree. The energy above the lowest of the compared OMol25 structures with the same formula, charge and spin is 9.02 kcal/mol. For the HOMO-LUMO gap, the calculation gives 9.289 eV. For the LUMO energy, the calculation gives 0.03712 Ha. As for the SMILES: NCCNCCS. For the maximum force, the calculation gives 0.0202 Eh/bohr.